Record 1
Entry from OMol25: the molecule C2H4 in a non-equilibrium geometry (ωB97M-V/def2-TZVPD).

- relative energy (zero: lowest compared OMol25 entry of this formula, charge and spin) (kcal per mole) = 10.1
- HOMO-LUMO gap (hartree) = 0.41670
- spin multiplicity = 1
- DFT total energy (eV) = -2137.46246
- total charge = 0
- SMILES = C=C

```
6
C2H4 | OMol25 | ωB97M-V/def2-TZVPD
C -0.47 0.20 -0.49
C 0.54 -0.18 0.34
H -1.09 -0.64 -0.80
H -0.86 1.27 -0.61
H 0.92 -1.15 0.51
H 0.96 0.49 1.05
```


Record 2
Entry from OMol25: C2H44O22Sn as an isolated structure in a non-equilibrium geometry (ωB97M-V/def2-TZVPD).

- relative energy (zero: lowest compared OMol25 entry of this formula, charge and spin) (kcal per mole) = 25.3
- HOMO-LUMO gap (hartree) = 0.31567
- spin multiplicity = 1
- DFT total energy (eV) = -53663.54270
- total charge = 0

```
69
C2H44O22Sn | OMol25 | ωB97M-V/def2-TZVPD
Sn -3.37 0.23 -0.19
O -1.34 0.44 1.20
C -0.49 -0.55 0.71
C -0.12 -0.32 -0.80
O -1.37 -0.46 -1.51
H -0.93 -1.54 0.92
H 0.29 -0.41 1.48
H 0.52 -1.01 -1.24
H 0.22 0.70 -1.01
O 2.83 -2.02 -1.34
H 3.77 -1.84 -1.52
H 2.41 -1.22 -1.31
O -3.80 -2.18 0.71
H -4.66 -2.49 0.51
H -3.54 -2.31 1.63
O -2.27 3.08 1.59
H -2.46 2.87 2.57
H -1.66 2.39 1.25
O 0.37 1.81 3.96
H -0.22 1.11 3.70
H -0.02 2.32 4.66
O -1.75 -2.96 -1.62
H -2.70 -2.74 -1.79
H -1.41 -2.06 -1.56
O -1.59 2.57 -3.96
H -1.82 3.47 -3.67
H -1.11 2.13 -3.24
O 0.57 2.16 1.20
H 0.53 2.44 2.15
H 0.03 1.38 1.13
O 2.48 3.45 -0.76
H 1.78 2.88 -0.44
H 3.04 2.80 -1.10
O 1.06 1.90 -2.96
H 1.71 2.47 -3.38
H 1.59 1.44 -2.30
O 0.35 -3.59 -0.12
H 0.17 -2.86 0.49
H -0.30 -3.43 -0.84
O -1.24 -0.22 3.81
H -1.89 0.25 4.34
H -1.34 0.07 2.89
O 0.81 -2.77 -3.54
H 0.34 -1.94 -3.54
H 1.37 -2.54 -2.80
O -0.21 -2.81 3.56
H -0.71 -2.02 3.39
H -0.23 -2.70 4.50
O -0.11 -0.29 -3.97
H 0.62 0.31 -3.84
H -0.69 -0.28 -3.20
O 2.94 0.71 -1.29
H 3.72 0.43 -1.86
H 3.18 0.64 -0.41
O -3.68 0.48 -2.74
H -3.23 -0.25 -3.13
H -3.25 1.29 -3.01
O -1.98 2.19 -1.14
H -1.19 1.63 -1.19
H -1.78 3.13 -0.92
O 1.67 -0.75 3.91
H 1.15 -1.41 3.48
H 2.42 -1.20 4.25
O 2.78 -1.99 1.49
H 2.68 -2.06 0.53
H 2.93 -1.04 1.61
O 2.99 0.87 1.61
H 3.10 1.34 2.42
H 2.04 0.84 1.62
```


Record 3
Entry from OMol25: C2H4BaO as an isolated structure in a non-equilibrium geometry (ωB97M-V/def2-TZVPD).

- relative energy (zero: lowest compared OMol25 entry of this formula, charge and spin) (kcal per mole) = 53.6
- HOMO-LUMO gap (hartree) = 0.14845
- spin multiplicity = 1
- DFT total energy (eV) = -4873.93175
- total charge = 0

```
8
C2H4BaO | OMol25 | ωB97M-V/def2-TZVPD
C 0.04 0.45 -0.58
C 0.33 -0.69 0.41
O 1.12 -1.67 -0.02
Ba -1.96 1.98 0.22
H -0.28 0.02 -1.55
H 0.92 1.10 -0.68
H -0.83 -0.97 0.81
H 0.67 -0.23 1.38
```


Record 4
Entry from OMol25: a 2-piece molecular cluster, C2H4Br2O2 overall in a non-equilibrium geometry (ωB97M-V/def2-TZVPD).

- relative energy (zero: lowest compared OMol25 entry of this formula, charge and spin) (kcal per mole) = 62.1
- HOMO-LUMO gap (alpha / beta) (hartree) = 0.33203 / 0.33195
- spin multiplicity = 1
- DFT total energy (eV) = -146315.86321
- total charge = 0

```
10
C2H4Br2O2 | OMol25 | ωB97M-V/def2-TZVPD
C -0.19 0.45 0.68
C -0.93 -0.35 -0.34
O 1.84 -0.13 0.19
O -0.74 -1.68 -0.26
Br -0.27 -0.09 2.43
Br -0.39 0.39 -2.14
H -0.04 1.51 0.52
H -2.00 -0.13 -0.29
H 2.21 0.68 -0.16
H 0.21 -1.86 -0.16
```


Record 5
Entry from OMol25: a 2-piece molecular cluster, C2H4BrFO overall in a non-equilibrium geometry (ωB97M-V/def2-TZVPD).

- relative energy (zero: lowest compared OMol25 entry of this formula, charge and spin) (kcal per mole) = 40.1
- HOMO-LUMO gap (hartree) = 0.27280
- spin multiplicity = 1
- DFT total energy (eV) = -76944.79244
- total charge = 0

```
9
C2H4BrFO | OMol25 | ωB97M-V/def2-TZVPD
C 0.73 -0.52 0.66
C -0.45 -0.12 -0.16
O -1.13 0.84 0.23
F -0.98 -1.06 -0.89
Br 0.63 1.49 -2.34
H 0.43 -0.97 1.64
H 1.52 -1.10 0.09
H 1.11 0.43 1.17
H -1.86 1.01 -0.40
```


Record 6
Entry from OMol25: C2H4BrI as an isolated structure in a non-equilibrium geometry (ωB97M-V/def2-TZVPD).

- relative energy (zero: lowest compared OMol25 entry of this formula, charge and spin) (kcal per mole) = 83.5
- HOMO-LUMO gap (hartree) = 0.27872
- spin multiplicity = 1
- DFT total energy (eV) = -80278.45171
- total charge = 0

```
8
C2H4BrI | OMol25 | ωB97M-V/def2-TZVPD
C -0.03 -0.62 0.17
C -3.75 0.70 0.99
Br -3.53 2.19 -0.08
I -4.13 -1.04 -0.05
H 0.24 -0.07 1.08
H 0.77 -0.33 -0.57
H -1.04 -0.24 -0.17
H 0.01 -1.65 0.37
```


Record 7
Entry from OMol25: a 2-piece molecular cluster, C2H4BrNO2 overall in a non-equilibrium geometry (ωB97M-V/def2-TZVPD).

- relative energy (zero: lowest compared OMol25 entry of this formula, charge and spin) (kcal per mole) = 51.7
- HOMO-LUMO gap (hartree) = 0.37410
- spin multiplicity = 1
- DFT total energy (eV) = -77764.08754
- total charge = 0
- SMILES = O/C=N\Br.C=O

```
10
C2H4BrNO2 | OMol25 | ωB97M-V/def2-TZVPD
C -0.29 -1.22 1.21
C 0.34 1.95 -0.90
N -1.37 -0.89 0.58
O 0.79 -1.81 0.84
O 0.77 1.17 -0.12
Br -1.34 -1.14 -1.30
H -0.35 -1.07 2.38
H 0.93 -1.73 -0.11
H -0.25 1.71 -1.80
H 0.77 3.05 -0.76
```


Record 8
Entry from OMol25: a 2-piece molecular cluster, C2H4BrNO3 overall in a non-equilibrium geometry (ωB97M-V/def2-TZVPD).

- relative energy (zero: lowest compared OMol25 entry of this formula, charge and spin) (kcal per mole) = 57.1
- HOMO-LUMO gap (hartree) = 0.34915
- spin multiplicity = 1
- DFT total energy (eV) = -79808.70431
- total charge = 0
- SMILES = [O-]/[N+](O)=C\Br.C=O

```
11
C2H4BrNO3 | OMol25 | ωB97M-V/def2-TZVPD
C 0.42 2.12 -1.61
C 1.32 -0.67 -0.52
N 0.64 -1.53 0.21
O -0.38 -2.11 -0.35
O 0.96 -1.94 1.35
O -0.27 2.36 -0.65
Br 2.80 0.11 0.23
H 1.46 2.45 -1.67
H 0.06 1.55 -2.44
H 1.04 -0.45 -1.44
H -0.61 -2.91 0.05
```


Record 9
Entry from OMol25: a 2-piece molecular cluster, C2H4BrNO3 overall in a non-equilibrium geometry (ωB97M-V/def2-TZVPD).

- relative energy (zero: lowest compared OMol25 entry of this formula, charge and spin) (kcal per mole) = 44.6
- HOMO-LUMO gap (alpha / beta) (hartree) = 0.30176 / 0.30174
- spin multiplicity = 1
- DFT total energy (eV) = -79809.24586
- total charge = 0
- SMILES = O=[N+]([O-])Br.CC=O

```
11
C2H4BrNO3 | OMol25 | ωB97M-V/def2-TZVPD
C -1.31 0.21 0.43
C -1.38 -0.23 -0.95
N 2.47 -0.41 0.28
O 2.32 -0.86 -0.79
O 2.44 -0.74 1.38
O -1.07 -1.31 -1.32
Br 2.46 1.75 0.12
H -0.81 1.14 0.64
H -2.34 0.37 0.72
H -0.91 -0.59 1.07
H -1.87 0.66 -1.58
```


Record 10
Entry from OMol25: a 2-piece molecular cluster, C2H4BrO4S overall in a non-equilibrium geometry (ωB97M-V/def2-TZVPD).

- relative energy (zero: lowest compared OMol25 entry of this formula, charge and spin) (kcal per mole) = 0.0
- HOMO-LUMO gap (hartree) = 0.34202
- spin multiplicity = 1
- DFT total energy (eV) = -91208.81914
- total charge = -1

```
12
C2H4BrO4S | OMol25 | ωB97M-V/def2-TZVPD
C 0.14 1.32 1.47
C -0.91 0.78 0.58
O 1.05 0.63 -1.12
O 0.25 -1.50 -0.22
O -1.09 -0.32 -1.87
O -2.09 1.02 0.60
S -0.12 -0.18 -0.81
Br 0.92 -3.52 -2.31
H -0.26 1.94 2.27
H 0.71 0.48 1.87
H 0.82 1.89 0.83
H 0.58 -2.53 -1.28
```


Record 11
Entry from OMol25: a 2-piece molecular cluster, C2H4BrP overall in a non-equilibrium geometry (ωB97M-V/def2-TZVPD).

- relative energy (zero: lowest compared OMol25 entry of this formula, charge and spin) (kcal per mole) = 77.6
- HOMO-LUMO gap (hartree) = 0.35085
- spin multiplicity = 1
- DFT total energy (eV) = -81466.28690
- total charge = 0

```
8
C2H4BrP | OMol25 | ωB97M-V/def2-TZVPD
C -0.84 0.05 0.42
C 0.67 -0.04 0.18
P -0.28 0.82 -1.14
Br 1.97 0.94 1.28
H -1.34 -0.82 0.11
H -1.42 0.72 1.01
H 1.34 -1.48 0.30
H -0.10 -0.20 -2.16
```


Record 12
Entry from OMol25: C2H4Cl2F6MgN3O12S6 as an isolated structure in a non-equilibrium geometry (ωB97M-V/def2-TZVPD).

- relative energy (zero: lowest compared OMol25 entry of this formula, charge and spin) (kcal per mole) = 0.0
- HOMO-LUMO gap (hartree) = 0.33324
- spin multiplicity = 1
- DFT total energy (eV) = -142988.84758
- total charge = -1

```
36
C2H4Cl2F6MgN3O12S6 | OMol25 | ωB97M-V/def2-TZVPD
Mg -0.08 0.94 0.07
N -0.83 -2.56 1.85
S -0.53 -4.02 1.19
O -0.12 -5.02 2.12
O 0.04 -3.98 -0.11
F -2.06 -4.39 0.93
S 0.55 -1.82 1.90
O 0.62 -0.70 0.99
O 1.73 -2.59 2.06
F 0.38 -1.10 3.27
N -0.39 1.93 1.65
S -1.53 1.74 2.86
O -1.13 2.18 4.14
O -2.12 0.48 2.70
F -2.54 2.82 2.38
S 0.55 3.14 2.21
O 1.49 2.73 3.18
O -0.13 4.37 2.34
F 1.41 3.30 0.86
N -1.49 0.13 -0.90
S -3.15 0.14 -0.68
O -3.54 -0.78 0.29
O -3.89 0.37 -1.87
F -3.22 1.52 0.09
S -1.41 -0.85 -2.20
O -1.44 -0.10 -3.41
O -2.11 -2.06 -2.06
F 0.13 -1.24 -2.09
Cl 4.34 0.14 -4.62
C 3.56 0.09 -3.00
C 2.66 1.30 -2.90
Cl 1.73 1.19 -1.37
H 4.37 0.12 -2.28
H 3.05 -0.86 -2.94
H 1.92 1.22 -3.70
H 3.19 2.24 -2.95
```


Record 13
Entry from OMol25: a 2-piece molecular cluster, C2H4Cl3FN2 overall in a non-equilibrium geometry (ωB97M-V/def2-TZVPD).

- relative energy (zero: lowest compared OMol25 entry of this formula, charge and spin) (kcal per mole) = 54.6
- HOMO-LUMO gap (alpha / beta) (hartree) = 0.28218 / 0.29250
- spin multiplicity = 1
- DFT total energy (eV) = -45401.08071
- total charge = 0

```
12
C2H4Cl3FN2 | OMol25 | ωB97M-V/def2-TZVPD
C -0.57 1.01 0.65
C 0.32 -1.11 -0.49
N -1.24 1.79 -0.29
N 1.37 -1.47 0.32
F 0.74 1.47 0.96
Cl -1.35 0.59 2.14
Cl 0.98 -0.32 -1.94
Cl -0.83 -2.39 -0.81
H -2.17 1.49 -0.47
H -0.73 2.38 -1.04
H 1.24 -2.34 0.83
H 2.25 -1.09 0.15
```


Record 14
Entry from OMol25: a 2-piece molecular cluster, C2H4Cl4 overall (ωB97M-V/def2-TZVPD).

- relative energy (zero: lowest compared OMol25 entry of this formula, charge and spin) (kcal per mole) = 1.2
- HOMO-LUMO gap (hartree) = 0.42577
- spin multiplicity = 1
- DFT total energy (eV) = -52228.53199
- total charge = 0
- SMILES = ClCCl.ClCCl

```
10
C2H4Cl4 | OMol25 | ωB97M-V/def2-TZVPD
C 0.59 1.85 -0.54
Cl -0.92 2.57 -1.02
Cl 0.56 1.29 1.14
H 0.81 0.99 -1.16
H 1.39 2.58 -0.64
C -0.36 -1.93 0.45
Cl -1.18 -1.45 -1.03
Cl -1.28 -1.50 1.87
H -0.19 -3.00 0.45
H 0.58 -1.40 0.48
```


Record 15
Entry from OMol25: the molecule C2H4ClF in a non-equilibrium geometry (ωB97M-V/def2-TZVPD).

- relative energy (zero: lowest compared OMol25 entry of this formula, charge and spin) (kcal per mole) = 24.1
- HOMO-LUMO gap (hartree) = 0.42136
- spin multiplicity = 1
- DFT total energy (eV) = -17377.87550
- total charge = 0
- SMILES = FCCCl

```
8
C2H4ClF | OMol25 | ωB97M-V/def2-TZVPD
C -0.20 0.18 0.63
C 0.21 -0.35 -0.70
H 0.50 -0.16 1.41
H -1.10 -0.24 1.10
H 1.06 -0.96 -0.57
H -0.54 -0.92 -1.05
F 0.51 0.59 -1.74
Cl -0.43 1.87 0.92
```


Record 16
Entry from OMol25: the molecule C2H4ClF in a non-equilibrium geometry (ωB97M-V/def2-TZVPD).

- relative energy (zero: lowest compared OMol25 entry of this formula, charge and spin) (kcal per mole) = 31.9
- HOMO-LUMO gap (hartree) = 0.42754
- spin multiplicity = 1
- DFT total energy (eV) = -17377.53481
- total charge = 0
- SMILES = FCCCl

```
8
C2H4ClF | OMol25 | ωB97M-V/def2-TZVPD
C 0.63 0.44 0.40
C -0.36 -0.67 -0.46
F 0.60 1.61 -0.27
Cl -2.10 -0.34 0.18
H 1.63 0.18 0.32
H 0.32 0.70 1.45
H -0.52 -0.33 -1.53
H -0.21 -1.60 -0.08
```


Record 17
Entry from OMol25: the molecule C2H4ClF in a non-equilibrium geometry (ωB97M-V/def2-TZVPD).

- relative energy (zero: lowest compared OMol25 entry of this formula, charge and spin) (kcal per mole) = 40.4
- HOMO-LUMO gap (hartree) = 0.43439
- spin multiplicity = 1
- DFT total energy (eV) = -17377.16839
- total charge = 0
- SMILES = C[C@H](F)Cl

```
8
C2H4ClF | OMol25 | ωB97M-V/def2-TZVPD
C -0.35 0.42 0.65
C 0.45 -0.39 -0.50
H -0.48 0.05 1.68
H -1.18 0.60 0.36
H 0.25 1.26 0.55
H 1.50 -0.46 -0.16
F 0.39 0.32 -1.64
Cl -0.59 -1.81 -0.95
```


Record 18
Entry from OMol25: a 2-piece molecular cluster, C2H4ClI overall in a non-equilibrium geometry (ωB97M-V/def2-TZVPD).

- relative energy (zero: lowest compared OMol25 entry of this formula, charge and spin) (kcal per mole) = 26.7
- HOMO-LUMO gap (hartree) = 0.37430
- spin multiplicity = 1
- DFT total energy (eV) = -22760.57053
- total charge = 0
- SMILES = C=CCl.I

```
8
C2H4ClI | OMol25 | ωB97M-V/def2-TZVPD
C 1.03 -1.85 0.21
C 0.75 -0.56 0.45
Cl -0.59 0.13 -0.28
I -1.89 3.43 -0.13
H 1.67 -2.50 0.73
H 0.57 -2.37 -0.67
H -2.78 3.67 -1.40
H 1.24 0.05 1.09
```


Record 19
Entry from OMol25: a 2-piece molecular cluster, C2H4ClN2P overall in a non-equilibrium geometry (ωB97M-V/def2-TZVPD).

- relative energy (zero: lowest compared OMol25 entry of this formula, charge and spin) (kcal per mole) = 69.7
- HOMO-LUMO gap (hartree) = 0.27283
- spin multiplicity = 1
- DFT total energy (eV) = -26927.47534
- total charge = 0

```
10
C2H4ClN2P | OMol25 | ωB97M-V/def2-TZVPD
C -0.04 0.33 0.77
C -0.24 0.31 -0.81
N -0.85 1.40 1.37
N -1.82 1.77 0.68
P -1.98 1.12 -0.90
Cl -3.54 -1.05 0.20
H -0.49 -0.64 1.05
H 0.92 0.34 1.19
H 0.45 0.81 -1.48
H -0.28 -0.69 -1.18
```


Record 20
Entry from OMol25: an isolated ion of composition C2H4ClN4O2S and charge +1 in a non-equilibrium geometry (ωB97M-V/def2-TZVPD).

- relative energy (zero: lowest compared OMol25 entry of this formula, charge and spin) (kcal per mole) = 114.6
- HOMO-LUMO gap (alpha / beta) (hartree) = 0.27696 / 0.27698
- spin multiplicity = 1
- DFT total energy (eV) = -35538.31679
- total charge = +1

```
14
C2H4ClN4O2S | OMol25 | ωB97M-V/def2-TZVPD
C -0.11 0.68 -1.98
C -0.66 0.21 1.03
N 0.26 -0.36 -1.13
N 0.10 -0.21 0.09
N -0.11 1.89 -1.64
N -0.73 1.17 1.88
O -0.67 -2.50 1.11
O 1.74 -1.82 1.66
S 0.64 -2.05 0.80
Cl 1.34 -3.03 -0.80
H -0.11 0.21 -2.94
H -0.06 2.63 -2.42
H -1.52 1.23 2.50
H -0.11 1.93 1.84
```